A | # C4H5Cl

One molecule with the formula C4H5Cl (ωB97M-V/def2-TZVPD, OMol25).

Computed properties:
**2S+1**: 1
**HOMO-LUMO gap**: 8.035 eV

Each line ends with the Löwdin charge.
CARTESIAN COORDINATES (ANGSTROEM)
C: -1.5505 0.3329 -0.8604  0.0279
C: 0.5944 -0.3696 0.4044  -0.3712
C: -0.2884 0.3777 -0.5374  -0.1917
C: 1.1780 0.2831 1.5294  -0.5162
Cl: 2.5057 -0.4098 2.2533  0.6489
H: -2.3050 -0.1880 -0.4717  0.0219
H: -1.7923 0.8758 -1.6868  0.0305
H: 0.0609 -1.2195 0.7858  0.1234
H: 1.3227 -0.8028 -0.2924  0.1179
H: 0.2746 1.1202 -1.1241  0.1087

---

B | # C4H5Cl

A 2-piece molecular cluster, C4H5Cl overall (ωB97M-V/def2-TZVPD, OMol25).

Computed properties:
**2S+1**: 1
**HOMO-LUMO gap (spin up / spin down)**: 7.096 / 7.123 eV

Each line ends with the Löwdin charge.
CARTESIAN COORDINATES (ANGSTROEM)
C: 0.6486 -2.4774 0.2320  0.2381
C: 0.6294 -1.3337 -0.2263  -0.1826
C: -0.4077 0.8524 0.1906  -0.0575
C: 0.4546 -0.0454 -0.5805  -0.2161
Cl: 2.9385 0.5759 0.0972  -0.1262
H: 0.6629 -3.4344 0.5359  0.0129
H: 0.2325 1.5830 0.6604  0.0872
H: -1.0164 0.1867 0.8850  0.1300
H: -0.9887 1.3604 -0.4173  0.0308
H: 0.8674 0.2362 -1.5159  0.0835

---

Short version: B is the most stable of them.

---

A | # C5H11OS

An isolated ion of composition C5H11OS and charge +1 (ωB97M-V/def2-TZVPD, OMol25).

Computed properties:
**2S+1**: 1
**HOMO-LUMO gap**: 10.432 eV
**Total charge**: +1

Each line ends with the Löwdin charge.
CARTESIAN COORDINATES (ANGSTROEM)
C: 1.2123 0.4467 -0.6504  -0.2575
C: 1.5563 -0.9236 -0.0137  -0.2133
C: -0.0482 0.3983 -1.3451  -0.2260
C: 0.5157 -1.2091 0.9650  -0.0152
C: -1.7924 1.2224 0.9836  -0.1315
O: -2.2442 -1.0670 -0.5330  -0.3450
S: -1.2236 -0.2177 -0.0277  0.9791
H: 1.3069 1.2845 0.0385  0.1304
H: 1.9690 0.6151 -1.3955  0.1332
H: 1.4387 -1.6586 -0.8459  0.1418
H: 2.5919 -1.0118 0.2400  0.1340
H: -0.3994 1.1622 -1.9059  0.0877
H: -0.0243 -0.4889 -1.9484  0.1129
H: 0.3063 -2.2656 0.9917  0.1070
H: 0.4457 -0.6370 1.8662  0.0836
H: -1.6537 0.8488 2.0890  0.1095
H: -2.8890 1.5118 0.7684  0.1169
H: -1.0680 1.9896 0.7234  0.0524

---

B | # C5H11OS

An isolated ion of composition C5H11OS and charge +1 (ωB97M-V/def2-TZVPD, OMol25).

Computed properties:
**2S+1**: 1
**HOMO-LUMO gap**: 8.338 eV
**Total charge**: +1

Each line ends with the Löwdin charge.
CARTESIAN COORDINATES (ANGSTROEM)
C: 2.7695 0.0464 -0.4190  0.0379
C: 2.1084 0.1013 0.7655  -0.3983
S: 0.9030 -1.1068 1.2503  1.1592
C: -0.6531 -1.0608 0.2835  -0.2964
C: -0.8946 0.2386 -0.5174  -0.4712
C: -2.1389 0.9738 -0.0083  -0.0174
O: -1.0875 -0.0606 -1.8907  -0.0122
H: 2.2261 0.1211 -1.3609  0.0860
H: 3.8474 -0.0695 -0.4717  0.0940
H: 2.2494 0.9320 1.4515  0.1004
H: 0.5280 -0.6607 2.4651  0.0322
H: -0.6489 -1.9384 -0.3597  0.1009
H: -1.4616 -1.2038 0.9986  0.0987
H: -0.0624 0.9475 -0.4414  0.1211
H: -3.0342 0.5937 -0.4890  0.1014
H: -2.0037 2.0377 -0.1812  0.0911
H: -2.1828 0.8518 1.0743  0.0831
H: -0.4642 -0.7433 -2.1497  0.0896

---

Short version: A is the most stable of them.

---

A | # C5H7NS2

C5H7NS2 as an isolated structure (ωB97M-V/def2-TZVPD, OMol25).

Computed properties:
**2S+1**: 1
**HOMO-LUMO gap**: 8.676 eV

Each line ends with the Löwdin charge.
CARTESIAN COORDINATES (ANGSTROEM)
C: 0.9636 -1.0860 0.9154  -0.4744
C: -0.7182 0.6741 0.3799  -0.8629
C: 0.6384 -0.9456 -0.5612  -0.6508
C: 1.1286 0.4380 -1.1181  -0.2619
C: 0.1817 1.5153 -0.4709  -0.2996
H: 2.0661 -0.7154 0.9342  0.1198
H: 0.6953 -2.0449 1.2282  0.0442
H: -1.5992 1.2546 0.5943  0.0735
H: 1.0070 -1.9003 -0.9649  0.1202
H: 2.1790 0.6904 -1.3622  0.1448
H: 0.4539 1.9221 -2.3689  0.1315
H: 0.5215 2.6358 -0.2489  0.1870
N: 0.0749 1.0756 -1.8579  -0.0492
S: -0.1148 0.0582 1.8561  0.8517
S: -1.0734 -0.8673 -0.5859  0.9263

---

B | # C5H7NS2

C5H7NS2 as an isolated structure (ωB97M-V/def2-TZVPD, OMol25).

Computed properties:
**2S+1**: 1
**HOMO-LUMO gap**: 9.941 eV

Each line ends with the Löwdin charge.
CARTESIAN COORDINATES (ANGSTROEM)
C: 0.2375 0.9577 -0.2595  -0.7291
C: -1.0384 0.1781 0.1608  -0.4379
C: 1.0004 -0.3283 0.1765  -0.4423
C: 0.6677 -0.3062 1.6981  -0.2882
C: -0.7684 0.0547 1.6835  -0.2842
H: 0.1537 0.4267 -2.5789  -0.1467
H: 0.4531 1.7970 0.3548  0.0811
H: -2.0250 0.5083 -0.1638  0.1120
H: 2.0381 -0.4964 -0.1474  0.1159
H: 1.4297 0.1319 2.3602  0.1468
H: -0.5103 -2.0041 1.6844  0.0572
H: -1.2541 0.7611 2.3216  0.1336
N: -0.3201 -1.1863 2.2713  0.0440
S: 0.4110 1.5931 -1.9351  0.7318
S: -0.3258 -1.3529 -0.5953  0.9060

---

Short version: B is the most stable of them.